Entry 1:
15
Properties=species:S:1:pos:R:3:forces:R:3:mulliken_charge:R:1 method="wB97M-V/def2-TZVPD" e_above_lowest_kj_mol=214.4 e_lumo_ev=1.02 gap_ev=10.687 homo_ev=-9.66
O -2.147336 0.395078 -0.522508 0.1 0.3 -0.1 -0.569
C -1.087384 0.321435 0.412579 0.3 0.1 0.2 -0.120
C -0.432824 -1.059277 0.450290 -0.1 -0.2 0.0 -0.751
C 0.785939 -0.727315 -0.416886 0.1 -0.5 0.0 0.005
C 1.528711 0.411918 0.324728 -0.4 -0.2 0.0 -0.723
C 0.173245 1.105219 -0.176519 -0.5 0.2 0.1 -0.155
O 0.308707 0.287469 -1.365559 -0.1 -0.4 -0.1 -0.521
H -1.757590 0.301669 -1.408436 0.0 -0.1 0.3 0.375
H -1.556306 0.631514 1.356226 0.6 0.2 -0.2 0.417
H -0.150285 -1.333507 1.472219 0.1 -0.1 -0.2 0.307
H -1.081772 -1.826605 0.028849 0.0 0.0 0.0 0.301
H 1.263814 -1.559606 -0.936095 0.3 0.2 0.2 0.481
H 1.802106 0.362365 1.395893 -0.5 -0.2 -0.5 0.304
H 2.463395 0.544490 -0.264554 -0.9 0.9 0.3 0.250
H -0.137028 2.145012 -0.372295 1.0 -0.2 0.0 0.399

=====

Entry 2:
14
Properties=species:S:1:pos:R:3:forces:R:3:mulliken_charge:R:1 method="wB97M-V/def2-TZVPD" e_above_lowest_kj_mol=313.6 e_lumo_ev="-0.91 / -1.39" gap_ev="8.729 / 7.449" homo_ev="-9.64 / -8.84"
C -0.706146 0.455439 -0.465752 -0.9 0.4 -2.9 -0.275
C 0.257364 -0.352322 -0.018069 -1.5 2.1 1.7 -0.394
C -0.907797 0.376459 1.625889 -0.9 1.7 -0.4 0.194
C -3.964721 -0.568812 0.028646 -2.3 1.9 0.8 0.672
N -1.466011 0.928711 0.584716 0.9 -0.4 1.1 -0.379
N 0.180817 -0.324561 1.353567 1.3 -1.5 0.0 -0.115
O -4.798572 1.997824 0.415293 -0.7 0.8 1.0 -0.415
F -5.171604 -1.202191 0.013241 0.3 0.7 -0.2 -0.245
F -3.547881 -0.605936 1.278101 -0.1 -0.1 0.6 -0.194
F -3.179394 -1.228395 -0.725144 1.9 -1.4 -1.7 -0.194
S -4.036618 1.295363 -0.603918 0.3 -2.1 -0.5 0.363
H -0.889280 0.613447 -1.598572 -0.1 0.0 2.4 0.270
H 0.825159 -1.005425 -0.483860 3.0 -2.7 -2.2 0.508
H 0.885283 -0.831380 1.893097 -1.0 0.5 0.3 0.203

=====

Entry 3:
7
Properties=species:S:1:pos:R:3:forces:R:3:mulliken_charge:R:1 method="wB97M-V/def2-TZVPD" e_above_lowest_kj_mol=40.4 smiles=F[Si](P)(Br)Br e_lumo_ev=0.34 gap_ev=10.862 homo_ev=-10.52
F -0.442015 0.210615 1.997836 0.2 -0.2 -1.9 -0.274
Si -0.550016 0.146311 0.350112 -0.7 -0.2 1.7 0.696
P 1.254089 0.439257 -0.901618 1.2 3.4 1.3 -0.127
Br -1.988151 1.661450 -0.249505 -0.3 0.8 0.0 -0.210
Br -1.696311 -1.675984 -0.225649 0.5 -0.2 0.3 -0.214
H 1.195346 -0.817948 -1.062265 -0.4 -4.5 -1.4 0.049
H 2.227058 0.036301 0.091092 -0.4 0.8 0.0 0.080